Entry 1:
{"formula": "C20H26InN2O10", "method": "ωB97M-V/def2-TZVPD", "symbols": ["In", "C", "C", "C", "O", "C", "C", "C", "O", "O", "O", "H", "H", "C", "C", "C", "O", "C", "C", "C", "O", "O", "O", "H", "H", "C", "C", "C", "O", "C", "N", "H", "H", "H", "H", "H", "H", "H", "H", "H", "H", "H", "C", "C", "C", "O", "C", "N", "H", "H", "H", "H", "H", "H", "H", "H", "H", "H", "H"], "positions_angstrom": [[0.05300, -0.06903, -0.16626], [1.15613, 3.40226, -2.05125], [2.22333, 4.16226, -1.69642], [3.24607, 3.80545, -0.65652], [4.28879, 4.51867, -0.38117], [3.06369, 2.66954, 0.08686], [1.90454, 1.76661, -0.11564], [0.92234, 2.15652, -1.29359], [0.04389, 1.28204, -1.53910], [1.67073, 0.77920, 0.63148], [2.25052, 5.29985, -2.26168], [0.40973, 3.88922, -2.66131], [3.69770, 2.42309, 0.92573], [-2.22500, -0.87403, 3.07952], [-2.97121, -1.98668, 3.31250], [-2.76612, -3.25241, 2.44592], [-3.58355, -4.27253, 2.38490], [-1.78210, -3.29378, 1.52821], [-0.92125, -2.16290, 1.20151], [-1.23027, -0.83054, 2.01622], [-0.68669, 0.21848, 1.63096], [-0.10462, -2.13164, 0.26692], [-3.80868, -1.93781, 4.31969], [-2.39536, -0.03688, 3.74026], [-1.74020, -4.19966, 0.94169], [3.87932, -1.82603, 0.89676], [2.65356, -1.00579, 0.35005], [2.86771, -0.74271, -1.17369], [1.72994, 0.00301, -1.64981], [1.87887, 0.35610, -3.05750], [1.47486, -1.80649, 0.64109], [3.87719, -2.03700, 1.96615], [4.81467, -1.30209, 0.70009], [3.84147, -2.80496, 0.41890], [2.73630, -0.04504, 0.85820], [3.14539, -1.61037, -1.77216], [3.68721, -0.04351, -1.33999], [1.92642, -0.53924, -3.67734], [2.74983, 1.01036, -3.09561], [1.02474, 0.94070, -3.39928], [1.45595, -2.71008, 0.19023], [1.45758, -2.03222, 1.62539], [-3.62774, 2.05622, 0.65851], [-2.53351, 1.05959, 0.25351], [-3.03614, -0.16872, -0.46701], [-1.90012, -1.01535, -0.69400], [-2.15414, -2.35448, -1.01614], [-1.46566, 1.81033, -0.43001], [-3.22857, 2.96469, 1.10955], [-4.23987, 1.59931, 1.43611], [-4.36352, 2.36286, -0.08494], [-2.04440, 0.68234, 1.15159], [-3.39065, 0.05068, -1.47413], [-3.83537, -0.67289, 0.07623], [-1.22223, -2.90557, -1.14240], [-2.75918, -2.51775, -1.90797], [-2.78584, -2.72832, -0.21034], [-1.49950, 2.75007, -0.06144], [-1.83000, 1.89705, -1.36799]], "total_energy_ha": -1829.2286, "gap_ev": 5.936, "multiplicity": 1, "charge": -1, "homo_energy_ev": -4.2}

***

Entry 2:
{"formula": "C2H4N4", "method": "ωB97M-V/def2-TZVPD", "symbols": ["C", "C", "N", "N", "N", "N", "H", "H", "H", "H"], "positions_angstrom": [[-0.09361, 0.86816, 1.85367], [-0.01002, 0.00448, -0.41839], [0.72073, -0.08972, 2.20730], [-0.69017, 0.09970, 0.82875], [0.11956, -0.96505, 1.29767], [0.68381, -1.20483, -0.06746], [-0.51054, 1.71566, 2.49613], [-0.69858, -0.06210, -1.39329], [0.71850, 0.88732, -0.78363], [0.06017, -2.28403, -0.41506]], "total_energy_ha": -297.3870, "gap_ev": 9.854, "multiplicity": 1, "charge": 0, "homo_energy_ev": -9.1}

***

Entry 3:
{"formula": "C4H13N2O2", "method": "ωB97M-V/def2-TZVPD", "symbols": ["N", "C", "C", "N", "C", "C", "O", "H", "H", "H", "H", "H", "H", "H", "H", "H", "H", "H", "H", "H", "O"], "positions_angstrom": [[1.75159, -0.64009, -0.55975], [0.69907, -0.99726, 0.41183], [-0.37414, 0.13937, 0.38625], [-1.77665, -0.23819, 0.83830], [-2.93163, 0.54229, 0.28088], [-3.37898, 0.17679, -1.14135], [-0.42217, 0.62503, -0.88403], [-0.03537, 0.93235, 1.10894], [2.16014, 0.22528, -0.25020], [1.13403, -0.10103, -1.17983], [0.98463, -1.17177, 1.48030], [0.29278, -1.95360, 0.01894], [-1.83666, -0.22293, 1.84553], [-2.64616, 1.63742, 0.29239], [-3.70023, 0.20745, 1.00315], [-3.41988, -0.92510, -1.24455], [-4.42420, 0.50904, -1.52036], [-2.49065, 0.54095, -1.73124], [5.28516, -0.67263, 0.30751], [6.08771, 0.42911, 1.04549], [5.25944, 0.31825, 0.54008]], "total_energy_ha": -419.7044, "gap_ev": 4.798, "multiplicity": 1, "charge": 1, "homo_energy_ev": -14.0}

***

Entry 4:
{"formula": "C3H4N2O", "method": "ωB97M-V/def2-TZVPD", "symbols": ["N", "C", "C", "N", "C", "O", "H", "H", "H", "H"], "positions_angstrom": [[-1.60240, -0.33966, -0.05920], [-0.21952, 0.04065, -0.04513], [0.52237, -0.89660, 0.55492], [1.84409, -0.36191, 0.47604], [1.71983, 0.77002, -0.13053], [0.44502, 1.12886, -0.50998], [-2.24933, 0.21254, 0.50562], [-2.02103, -0.56278, -0.96327], [-1.06670, -1.29119, 0.52019], [2.48942, 1.48667, -0.38600]], "total_energy_ha": -301.3070, "gap_ev": 8.765, "multiplicity": 1, "charge": 0, "homo_energy_ev": -8.5}

***

Entry 5:
{"formula": "C4H3Br", "method": "ωB97M-V/def2-TZVPD", "symbols": ["C", "C", "C", "C", "Br", "H", "H", "H"], "positions_angstrom": [[-0.88816, 0.68885, -0.16561], [-2.11316, 0.81028, 0.19653], [0.40128, 0.32724, 0.50576], [1.48004, -0.49430, -0.19283], [-4.03978, 0.80286, 0.05149], [1.86480, -1.17280, -1.24480], [1.94640, 0.34467, 0.31922], [1.34858, -1.30680, 0.53025]], "total_energy_ha": -2727.9218, "gap_ev": 7.861, "multiplicity": 1, "charge": 0, "homo_energy_ev": -8.6}

***

Entry 6:
{"formula": "C5H28N2O8", "method": "ωB97M-V/def2-TZVPD", "symbols": ["C", "C", "C", "C", "N", "N", "C", "H", "H", "H", "H", "H", "H", "H", "H", "H", "H", "H", "H", "O", "H", "H", "O", "H", "H", "O", "H", "H", "O", "H", "H", "O", "H", "H", "O", "H", "H", "O", "H", "H", "O", "H", "H"], "positions_angstrom": [[1.05544, 1.56809, -1.38549], [0.03081, 1.71814, -0.52853], [-0.93064, 0.55416, -0.43995], [-0.40271, -0.82972, -0.00063], [-1.07008, -1.86393, -0.74238], [-0.19789, 2.94417, 0.04455], [-0.96359, 3.26859, 1.22439], [1.33858, 0.62467, -1.83579], [1.63299, 2.42925, -1.69915], [-1.32800, 0.43141, -1.44374], [-1.74953, 0.80834, 0.24065], [0.65478, -0.76538, -0.24108], [-0.40962, -0.81549, 1.09606], [-0.84150, -2.79537, -0.41630], [-2.07303, -1.73361, -0.72823], [-0.04685, 3.68428, -0.62192], [-0.44987, 2.93001, 2.12601], [-1.89996, 2.70543, 1.12628], [-1.11693, 4.33361, 1.37111], [0.14563, 1.68735, 4.00791], [0.59945, 2.48465, 4.33192], [0.92654, 1.12057, 3.92225], [1.53595, -1.37359, 3.06022], [1.85761, -1.47746, 2.13710], [2.33556, -1.59489, 3.55373], [2.44892, -2.21877, 0.34939], [1.94669, -3.04806, 0.23660], [2.25200, -1.80070, -0.49664], [-1.04249, 1.37983, -3.92654], [-0.13804, 1.11407, -4.10769], [-1.49054, 0.67805, -3.45577], [-0.20090, -1.42406, -3.78546], [-0.37122, -1.39355, -2.82583], [0.29981, -2.22859, -3.93695], [0.77967, -4.26942, 1.18904], [0.98798, -5.14988, 1.51466], [0.35950, -3.82190, 1.95627], [-0.76131, 3.67385, -2.61186], [-0.83003, 4.13230, -3.45633], [-0.74253, 2.69867, -2.75959], [-0.90567, -2.79341, 2.87964], [-0.14401, -2.25933, 3.17879], [-1.07527, -3.41762, 3.60010]], "total_energy_ha": -918.6941, "gap_ev": 7.329, "smiles": "C=C(CCN)NC.O.O.O.O.O.O.O.O", "multiplicity": 1, "charge": 0, "homo_energy_ev": -7.2}